1.
{
  "formula": "C22H29N6O4P",
  "method": "ωB97M-V/def2-TZVPD",
  "e_homo_ev": -8.22,
  "gap_ev": 8.59,
  "e_above_lowest_kj_mol": 232.58,
  "fmax_ev_per_a": 4.2,
  "charge": 0,
  "smiles": "CC(=O)OCCN(C(=O)O[PH2]=N)c1ccccn1.c1cc[nH]c1.c1cc[nH]c1.c1cc[nH]c1",
  "symbols": ["N", "H", "H", "N", "C", "H", "O", "H", "P", "N", "H", "C", "H", "C", "H", "H", "H", "C", "C", "H", "C", "C", "C", "C", "H", "H", "O", "N", "C", "H", "H", "C", "H", "C", "H", "C", "C", "H", "C", "O", "H", "H", "C", "O", "H", "H", "H", "H", "C", "H", "C", "C", "H", "H", "H", "H", "C", "N", "H", "C", "C", "N"],
  "coordinates": [[3.50605, 4.10019, 2.37191], [-1.12385, 3.99283, 0.07152], [0.23112, -5.41385, 2.41652], [0.44314, 2.27569, 0.44258], [3.43145, 1.60789, -1.50811], [1.89535, 5.73280, 3.25136], [0.78593, 3.69928, 2.34584], [1.89344, -2.63549, -0.34684], [2.14234, 4.32535, 3.12923], [-2.84120, 6.04313, -1.79172], [-2.04396, 7.97556, -1.36852], [-2.88752, -2.40385, -3.36361], [-2.05025, -2.56012, -4.02470], [-0.22857, -0.21349, 0.32627], [1.27464, 2.16695, -4.24009], [0.50158, -6.48158, 4.67491], [1.62583, -3.93905, 0.85571], [1.07154, 2.46130, 1.72521], [-2.58440, 4.77014, -1.35728], [0.45563, -0.44360, -0.53124], [-0.65798, 1.28084, 0.45551], [-1.55840, 4.83254, -0.44872], [-1.18596, 6.19575, -0.32615], [1.72140, -7.99089, 3.56937], [-1.22630, 1.38882, 1.42202], [1.38785, -6.64057, 0.56990], [0.33935, -0.77733, 1.54153], [0.76102, -6.25680, 2.56962], [-4.18966, -2.06045, -3.62103], [-5.89880, -1.74062, -2.20964], [-0.20664, 2.48390, -2.13096], [1.41418, -6.96718, 1.59743], [4.49942, 1.32615, -1.30645], [3.08792, 1.71631, -2.91222], [2.04040, -8.68696, 4.32916], [-1.99623, 6.91805, -1.16410], [0.39843, -2.15237, 1.28450], [-4.04297, -2.34485, -0.32566], [1.67382, 2.06239, -3.21168], [-0.58125, -2.88057, 1.40949], [3.85673, 5.03956, 2.16073], [2.61762, -8.78751, 1.67894], [-3.94636, -2.28940, -1.39823], [1.74756, 1.68506, 2.32763], [2.12247, 3.80610, 4.45482], [-1.36377, 1.55863, -0.37106], [-4.61293, -1.88039, -4.59674], [-0.41140, 6.60114, 0.30580], [-4.86158, -1.98737, -2.37352], [-1.17663, -0.80182, 0.13089], [0.87880, 2.24055, -2.00028], [1.74018, -2.82837, 0.75409], [2.64231, -2.48247, 1.31568], [-3.15166, 3.93297, -1.73257], [-3.54191, 6.29601, -2.46616], [-1.89837, -2.80033, -1.53550], [1.37515, 2.09279, -0.63891], [2.67348, 1.79254, -0.40265], [3.81644, 1.51783, -3.73619], [2.02321, -8.04364, 2.18576], [0.94148, -6.88154, 3.77557], [-2.74871, -2.54658, -2.00899]],
  "atomic_forces_ev_per_a": [[-0.8, 0.6, 0.7], [0.0, 0.2, 0.0], [0.0, -0.1, 0.0], [0.8, -0.2, 0.4], [1.1, -0.1, -1.5], [-0.7, -0.8, 0.1], [0.8, 0.0, -0.6], [-0.2, 0.1, 1.1], [1.2, 0.2, -0.7], [0.0, 0.0, 0.0], [0.0, -0.1, 0.0], [0.1, 0.0, 0.0], [-0.1, 0.0, 0.0], [-1.3, -0.3, -0.6], [0.2, 0.0, 1.0], [0.0, 0.0, 0.0], [0.0, 1.1, 0.1], [0.3, 0.0, 1.1], [0.0, 0.0, 0.0], [-0.4, 0.6, 0.6], [-0.2, -0.4, 0.5], [-0.2, -0.2, 0.0], [0.0, 0.2, 0.0], [-0.1, 0.1, 0.2], [0.6, 0.0, -0.9], [0.0, -0.1, 0.0], [0.1, -1.2, -1.1], [0.1, -0.2, 0.0], [0.1, 0.0, -0.1], [0.1, 0.0, 0.0], [1.1, -0.1, 0.2], [0.0, 0.2, -0.2], [-1.1, 0.4, 0.0], [-2.6, 0.4, 0.9], [0.0, 0.0, 0.0], [0.0, 0.0, 0.0], [-0.3, -2.0, -0.2], [0.0, 0.0, -0.1], [2.0, -0.6, 3.6], [1.5, 1.7, 0.0], [0.0, -0.4, -0.3], [0.0, 0.0, 0.0], [0.0, 0.0, 0.1], [-0.4, 0.1, -0.6], [-0.6, 0.0, -0.6], [0.6, -0.5, 0.7], [0.0, 0.0, 0.0], [0.0, 0.0, 0.0], [0.0, 0.0, 0.1], [0.8, 0.8, 0.1], [-0.2, -0.1, -0.9], [-0.4, 0.4, 0.2], [-0.8, -0.2, -0.5], [0.0, 0.0, 0.0], [0.1, 0.0, 0.1], [-0.1, 0.0, 0.0], [0.8, 0.1, -2.4], [-1.3, 0.2, -1.5], [-0.6, 0.2, 1.1], [0.0, 0.0, -0.2], [0.0, 0.1, 0.0], [0.0, 0.1, 0.0]],
  "lowdin_charge": [-0.27, 0.06, 0.13, -0.02, -0.14, 0.02, -0.21, 0.09, 0.71, 0.00, 0.11, -0.15, 0.10, -0.14, 0.10, 0.11, 0.06, -0.52, -0.14, 0.13, -0.10, -0.11, -0.10, -0.12, 0.16, 0.10, -0.04, 0.01, -0.12, 0.09, 0.10, -0.15, 0.11, -0.06, 0.09, -0.14, -0.45, 0.11, -0.03, 0.07, -0.04, 0.09, -0.14, 0.13, 0.02, 0.13, 0.09, 0.09, -0.11, 0.12, -0.01, 0.03, 0.09, 0.10, 0.14, 0.13, -0.27, 0.13, 0.10, -0.12, -0.14, 0.00]
}

2.
{
  "formula": "C22H29N9OPdS",
  "method": "ωB97M-V/def2-TZVPD",
  "e_homo_ev": -13.90,
  "gap_ev": 7.63,
  "e_above_lowest_kj_mol": 57.20,
  "fmax_ev_per_a": 1.5,
  "charge": 2,
  "symbols": ["N", "H", "C", "H", "C", "H", "C", "H", "H", "H", "C", "C", "C", "H", "H", "C", "H", "H", "C", "H", "H", "C", "N", "C", "N", "C", "H", "Pd", "H", "H", "N", "N", "N", "C", "H", "C", "C", "C", "C", "C", "S", "H", "H", "H", "H", "H", "H", "H", "H", "H", "C", "C", "N", "C", "O", "H", "C", "N", "C", "H", "N", "H", "H"],
  "coordinates": [[-1.97114, 0.42204, -0.55786], [2.34353, 1.92694, 0.73381], [2.83570, 0.98724, 0.54286], [1.09129, 3.50144, -4.23947], [-1.23268, -2.42115, -1.71920], [-1.52207, -3.80023, -3.90212], [0.47838, 5.02744, -2.85754], [6.00359, 1.76460, 1.09747], [0.07295, -3.34547, -4.48493], [-3.03320, -1.91222, -3.52654], [4.08052, -1.31249, 0.03163], [0.72308, 2.67299, -2.30857], [-5.28114, -0.37849, 1.12619], [-3.91738, -1.07695, 2.54927], [0.99355, 1.65995, -2.58046], [4.23782, 0.87068, 0.64745], [-0.60548, 5.03784, 1.25347], [1.52204, -2.09777, -2.64032], [-0.86994, -2.95696, -4.10247], [-5.58159, -1.35265, 2.87045], [-3.73663, -4.29904, -0.87722], [-3.42953, -2.63270, -2.81901], [0.12871, 2.17846, 0.11379], [-4.21802, 0.13615, 0.17546], [-2.48498, -2.87094, -1.72317], [0.02176, 4.30638, -0.66225], [4.63025, 2.79524, 1.28896], [0.03226, 0.10519, -0.19701], [0.81509, -1.08540, -3.91369], [-0.12605, 6.37508, -1.29147], [4.84061, -0.28175, 0.36176], [-0.33787, 4.25532, 0.67749], [5.01144, 1.90956, 1.01441], [0.78997, 3.70440, -3.22085], [0.61633, -0.63654, -2.19966], [-2.85556, -0.01116, 0.35200], [0.67117, -1.46777, -2.90487], [0.31774, 2.99089, -1.01221], [0.09987, 5.35585, -1.57425], [-3.75018, 1.21289, -1.91723], [-0.41312, -2.18519, -0.16974], [0.54550, 5.80613, -3.60465], [-2.42891, -0.49146, 1.22071], [4.58895, -2.24200, -0.19294], [-5.73519, 0.85398, -1.13539], [-3.68784, -3.55476, -3.33890], [-2.38093, -3.83645, 0.15651], [-0.49324, 2.66274, 2.08554], [-1.64697, 1.37583, -2.35989], [-4.34167, -2.22520, -2.38150], [2.70083, -1.23355, -0.03796], [-2.40347, 1.03067, -1.66717], [-4.86631, -1.05205, 2.22619], [-0.26489, 2.97807, 1.07952], [-6.44493, -0.22353, 0.84100], [-1.31267, -2.31587, -4.86394], [-3.12015, -3.46589, -0.54309], [2.09455, -0.05936, 0.20960], [-4.66705, 0.75610, -0.98656], [-4.07116, 1.69775, -2.82828], [-0.57854, -2.22010, -2.86515], [-3.76043, -2.73743, -0.04340], [2.08950, -2.09174, -0.25523]],
  "atomic_forces_ev_per_a": [[0.3, -0.3, 0.1], [0.0, 0.0, 0.0], [0.1, 0.1, 0.1], [0.0, 0.0, 0.0], [0.1, -0.2, 0.1], [0.0, 0.0, 0.0], [0.0, 0.0, 0.0], [0.0, 0.0, 0.0], [0.0, 0.0, 0.0], [0.0, 0.0, 0.0], [0.0, 0.1, 0.1], [0.0, 0.0, 0.0], [0.1, -0.1, 0.0], [0.0, 0.0, 0.0], [0.0, 0.0, 0.0], [0.0, -0.1, 0.0], [0.0, 0.0, 0.0], [0.0, 0.0, 0.0], [0.0, -0.1, 0.0], [0.0, 0.0, 0.0], [0.0, 0.0, 0.0], [0.0, 0.0, 0.0], [0.0, -0.1, -0.8], [0.0, 0.0, -0.1], [-0.1, 0.0, 0.1], [0.0, 0.0, 0.0], [0.0, 0.0, 0.0], [-0.2, 0.9, 1.2], [0.0, 0.0, 0.0], [0.0, 0.0, 0.0], [0.2, -0.1, 0.0], [0.0, 0.1, -0.1], [0.0, 0.0, 0.0], [0.0, 0.0, 0.0], [0.2, -0.1, -0.4], [-0.1, 0.1, 0.0], [0.0, -0.1, 0.0], [0.0, 0.1, 0.2], [0.0, 0.0, 0.1], [0.0, 0.0, 0.0], [0.0, 0.0, -0.2], [0.0, 0.0, 0.0], [0.0, -0.1, 0.0], [0.0, 0.0, 0.0], [0.0, 0.0, 0.0], [0.0, 0.0, 0.0], [0.0, 0.0, 0.0], [0.0, 0.0, 0.0], [0.0, 0.0, 0.0], [0.0, 0.0, 0.0], [0.3, 0.0, 0.1], [0.0, 0.0, -0.1], [0.0, 0.0, 0.0], [0.0, -0.2, 0.2], [0.0, 0.0, 0.0], [0.0, 0.0, 0.0], [0.0, 0.0, 0.0], [-0.5, -0.4, -0.4], [0.0, 0.0, 0.0], [0.0, 0.0, 0.0], [-0.1, 0.1, 0.0], [0.0, 0.0, 0.0], [0.0, 0.0, -0.1]],
  "lowdin_charge": [-0.09, 0.10, -0.05, 0.12, -0.62, 0.09, -0.05, 0.12, 0.11, 0.09, -0.08, -0.04, -0.50, 0.10, 0.09, -0.35, 0.18, 0.10, -0.01, 0.13, 0.11, -0.02, -0.04, -0.10, -0.17, -0.17, 0.11, 0.76, 0.11, 0.13, 0.15, 0.16, 0.17, -0.05, 0.00, -0.09, -0.07, -0.24, 0.02, 0.00, 0.74, 0.12, 0.10, 0.13, 0.14, 0.11, 0.06, 0.15, 0.11, 0.10, -0.15, -0.09, 0.19, -0.12, 0.10, 0.10, -0.04, -0.06, 0.04, 0.13, -0.17, 0.08, 0.03]
}

| no. | LUMO (eV) |
| --- | --- |
| 1 | 0.374 |
| 2 | -6.265 |